{"formula": "C6H6N", "method": "ωB97M-V with the def2-TZVPD basis set", "species": ["C", "H", "H", "C", "H", "C", "C", "H", "H", "C", "N", "C", "H"], "xyz": [[0.9609, 1.1013, -0.3291], [4.0324, -0.3833, -0.4374], [-0.6083, 1.1004, 1.3167], [2.0751, 0.4985, 0.4388], [-2.0647, 0.9891, -0.5433], [-0.2585, 0.5766, 0.4326], [1.3396, -0.3195, -0.8730], [0.9262, -1.2523, 1.2602], [-1.8611, -0.6230, -0.1484], [3.0302, -0.1375, -0.2043], [-1.3807, 0.2248, -0.4716], [0.8039, -0.4675, 0.5333], [-0.9924, 0.0478, -1.4137]], "forces_ev_per_angstrom": [[-0.2, 1.2, -1.1], [0.4, -0.2, -0.2], [0.0, -0.1, -0.1], [-1.2, 0.7, 0.7], [0.2, -0.2, 0.0], [0.7, 0.2, 0.7], [2.1, 0.2, 0.5], [-0.1, -0.3, 0.0], [0.0, 0.2, -0.1], [-1.4, -0.6, -1.0], [-0.1, 0.0, -0.4], [-0.2, -1.0, 0.8], [-0.2, -0.1, 0.2]], "homo_ev": [-12.94, -13.03], "e_above_lowest_kj_mol": 705.96, "multiplicity": 1, "orbital_gap_ev": [8.10, 8.42], "total_charge": 1}